Here is a 10-piece molecular cluster, C38H64N15O2S2 overall in a non-equilibrium geometry from the Open Molecules 2025 dataset. Energies are from ωB97M-V/def2-TZVPD.

Element x y z (Å)
C1 -4.464 -1.191 -4.824
C2 -4.652 0.279 -4.243
C3 -3.320 0.826 -3.605
N1 -3.224 0.518 -2.123
C4 -2.098 -0.391 -1.967
N2 -0.910 0.188 -1.957
N3 0.126 -0.626 -1.860
O1 1.353 -0.045 -1.881
C5 1.478 0.696 -0.609
C6 2.982 0.699 -0.088
N4 3.318 2.032 0.430
C7 2.974 2.157 1.871
C8 2.068 3.362 2.241
C9 0.617 3.304 1.635
O2 2.624 4.642 1.908
C10 -0.046 -1.954 -1.778
C11 1.270 -2.805 -1.700
C12 1.515 -3.716 -2.969
C13 1.028 -3.027 -4.294
C14 1.359 -3.956 -5.539
N5 0.409 -5.124 -5.474
C15 -1.300 -2.699 -1.739
C16 -1.441 -4.227 -1.640
S1 -1.023 -4.915 0.015
C17 -0.828 -6.726 -0.362
C18 -2.281 -7.318 -0.585
C19 -2.480 -1.815 -1.846
N6 -3.811 -2.316 -1.839
C20 -4.387 -1.935 -0.806
S2 -4.989 -1.283 0.507
H1 -5.196 -1.862 -4.303
H2 -4.716 -1.256 -5.913
H3 -3.414 -1.567 -4.723
H4 -4.935 0.935 -5.101
H5 -5.512 0.254 -3.532
H6 -2.482 0.317 -4.157
H7 -3.183 1.920 -3.808
H8 -2.971 1.415 -1.695
H9 0.855 0.200 0.185
H10 1.059 1.719 -0.735
H11 3.098 -0.102 0.684
H12 3.633 0.389 -0.953
H13 2.846 2.767 -0.101
H14 2.514 1.216 2.278
H15 3.946 2.312 2.419
H16 1.949 3.342 3.373
H17 0.666 3.513 0.533
H18 0.156 2.311 1.869
H19 -0.069 4.077 2.074
H20 1.938 5.321 1.988
H21 1.081 -3.514 -0.844
H22 2.151 -2.201 -1.403
H23 1.137 -4.764 -2.841
H24 2.630 -3.825 -3.065
H25 -0.071 -2.833 -4.336
H26 1.621 -2.086 -4.414
H27 1.094 -3.364 -6.455
H28 2.424 -4.283 -5.530
H29 -0.269 -4.941 -4.728
H30 -0.155 -5.073 -6.326
H31 -0.902 -4.772 -2.458
H32 -2.530 -4.446 -1.817
H33 -0.215 -6.866 -1.292
H34 -0.285 -7.253 0.455
H35 -2.589 -7.346 -1.659
H36 -2.419 -8.310 -0.094
H37 -2.993 -6.613 -0.081
C21 -0.541 3.287 5.716
C22 0.643 2.548 5.287
N7 1.575 1.968 4.949
H38 -1.341 3.229 4.976
H39 -0.939 2.899 6.655
H40 -0.320 4.344 5.870
C23 6.080 -1.851 -1.750
C24 5.069 -2.376 -0.837
N8 4.277 -2.793 -0.116
H41 5.812 -2.038 -2.790
H42 6.202 -0.773 -1.631
H43 7.052 -2.312 -1.573
C25 -4.057 5.875 6.298
C26 -2.737 6.191 5.760
N9 -1.698 6.443 5.340
H44 -4.769 5.653 5.501
H45 -4.021 5.006 6.957
H46 -4.462 6.706 6.876
C27 -4.136 4.133 -6.797
C28 -4.303 2.827 -7.428
N10 -4.435 1.801 -7.928
H47 -4.896 4.840 -7.133
H48 -4.212 4.066 -5.711
H49 -3.163 4.568 -7.028
C29 5.232 -3.513 3.379
C30 6.565 -3.043 3.018
N11 7.613 -2.667 2.738
H50 4.665 -3.822 2.499
H51 5.276 -4.366 4.056
H52 4.655 -2.733 3.878
C31 6.069 0.929 4.667
C32 5.761 -0.018 5.734
N12 5.517 -0.764 6.573
H53 7.038 1.403 4.823
H54 6.099 0.436 3.694
H55 5.322 1.722 4.610
C33 3.808 0.975 8.008
C34 2.818 1.948 8.462
N13 2.038 2.714 8.818
H56 4.822 1.295 8.251
H57 3.653 0.001 8.473
H58 3.759 0.833 6.928
C35 -6.782 5.299 -10.069
C36 -6.924 5.961 -8.775
N14 -7.032 6.479 -7.755
H59 -7.502 4.488 -10.182
H60 -6.941 5.997 -10.892
H61 -5.786 4.871 -10.191
C37 -1.040 0.342 8.423
C38 -2.031 1.317 8.875
N15 -2.808 2.085 9.226
H62 -0.024 0.660 8.663
H63 -1.194 -0.632 8.888
H64 -1.084 0.196 7.342

Computed properties:
gap between HOMO and LUMO	6.97	eV
molecular weight	827.17	g mol⁻¹
multiplicity	1
total charge	+1

=====

Here is a 4-piece molecular cluster, C38H66N4O8 overall in a non-equilibrium geometry from the Open Molecules 2025 dataset. Energies are from ωB97M-V/def2-TZVPD.

Element x y z (Å)
C1 -4.821 -6.017 -0.890
C2 -4.524 -5.868 -2.476
C3 -3.789 -4.444 -2.693
C4 -2.594 -4.497 -3.779
C5 -1.351 -5.415 -3.348
C6 -0.359 -4.719 -2.280
C7 -0.022 -3.172 -2.644
C8 1.488 -2.756 -2.237
C9 1.620 -1.133 -2.123
C10 2.183 -0.683 -0.680
C11 2.182 0.908 -0.445
C12 1.423 1.347 0.933
C13 -0.122 1.227 0.484
C14 -0.703 2.537 -0.238
C15 -1.276 3.650 0.754
C16 -1.903 3.397 2.144
C17 -2.469 4.547 3.050
C18 -2.416 6.033 2.543
C19 -1.797 6.295 1.119
C20 -1.228 5.140 0.260
C21 1.846 2.826 1.473
O1 2.193 3.734 0.689
O2 1.812 2.913 2.921
C22 1.403 1.555 3.332
C23 1.436 1.194 4.900
O3 1.705 2.461 5.604
C24 0.726 2.683 6.651
C25 1.827 0.465 2.244
N1 3.186 -0.149 2.271
C26 4.260 0.824 2.589
C27 4.661 1.350 4.038
O4 4.930 1.277 1.608
C28 3.249 -1.363 3.094
C29 4.511 -2.355 2.851
O5 2.399 -1.735 3.943
H1 -4.861 -7.110 -0.562
H2 -5.824 -5.495 -0.657
H3 -3.986 -5.517 -0.264
H4 -5.514 -5.963 -3.053
H5 -3.883 -6.762 -2.781
H6 -3.412 -4.009 -1.703
H7 -4.600 -3.721 -3.088
H8 -3.061 -4.964 -4.731
H9 -2.315 -3.416 -4.066
H10 -1.782 -6.385 -2.888
H11 -0.795 -5.749 -4.300
H12 0.629 -5.311 -2.315
H13 -0.821 -4.852 -1.245
H14 -0.164 -3.043 -3.771
H15 -0.780 -2.540 -2.069
H16 1.851 -3.290 -1.290
H17 2.160 -3.120 -3.097
H18 2.346 -0.706 -2.907
H19 0.556 -0.713 -2.210
H20 1.570 -1.238 0.132
H21 3.258 -1.075 -0.585
H22 3.265 1.248 -0.322
H23 1.690 1.451 -1.341
H24 -0.811 1.019 1.390
H25 -0.313 0.345 -0.240
H26 -1.604 2.187 -0.878
H27 0.060 2.940 -0.999
H28 -1.990 2.330 2.532
H29 -2.951 4.376 4.066
H30 -2.823 6.901 3.180
H31 -1.774 7.363 0.715
H32 -0.792 5.376 -0.764
H33 0.259 1.631 3.148
H34 2.284 0.492 5.204
H35 0.447 0.764 5.272
H36 1.220 3.421 7.394
H37 0.476 1.725 7.220
H38 -0.192 3.218 6.229
H39 1.107 -0.421 2.142
H40 4.409 0.638 4.895
H41 4.081 2.341 4.197
H42 5.774 1.614 4.141
H43 4.148 -3.425 2.617
H44 5.022 -1.997 1.878
H45 5.274 -2.313 3.695
C30 -3.732 2.144 -4.010
N2 -2.972 0.974 -4.406
C31 -1.669 1.158 -5.014
C32 -3.442 -0.291 -4.225
O6 -2.853 -1.312 -4.535
H46 -3.915 2.763 -4.890
H47 -3.153 2.713 -3.276
H48 -4.687 1.859 -3.569
H49 -1.671 0.707 -6.010
H50 -0.914 0.655 -4.404
H51 -1.429 2.219 -5.093
H52 -4.438 -0.317 -3.755
C33 10.609 0.715 5.663
N3 9.362 1.133 5.053
C34 9.275 1.193 3.606
C35 8.271 1.472 5.794
O7 7.198 1.830 5.341
H53 11.402 1.403 5.359
H54 10.851 -0.295 5.323
H55 10.531 0.717 6.751
H56 9.027 2.213 3.304
H57 8.479 0.525 3.267
H58 10.221 0.895 3.152
H59 8.444 1.392 6.879
C36 -8.854 -0.674 -5.449
N4 -7.879 0.341 -5.105
C37 -7.588 0.586 -3.706
C38 -7.227 1.072 -6.055
O8 -6.399 1.936 -5.832
H60 -9.816 -0.411 -5.002
H61 -8.520 -1.638 -5.056
H62 -8.973 -0.751 -6.531
H63 -7.813 1.629 -3.471
H64 -6.525 0.409 -3.525
H65 -8.182 -0.070 -3.070
H66 -7.523 0.805 -7.082

Computed properties:
gap between HOMO and LUMO	8.97	eV
molecular weight	706.97	g mol⁻¹
SMILES string	CCCCCCCCCCC[C@]1(CCc2ccccc2)C(=O)O[C@H](COC)[C@@H]1N(C(C)=O)C(C)=O.CN(C)C=O.CN(C)C=O.CN(C)C=O
multiplicity	1
total charge	0
ΔE to the lowest compared entry with this formula, charge and spin	43.51	kcal per mole

=====

Here is a 7-piece molecular cluster, C38H67Br2FN3O17S6 overall in a non-equilibrium geometry from the Open Molecules 2025 dataset. Energies are from ωB97M-V/def2-TZVPD.

Element x y z (Å)
C1 6.396 0.454 -1.604
C2 5.027 -0.067 -2.346
O1 4.613 -1.331 -2.053
N1 4.204 0.703 -3.356
C3 5.125 1.479 -4.320
C4 3.350 1.780 -2.723
C5 2.645 1.345 -1.300
C6 1.187 2.134 -1.165
C7 -0.026 1.124 -0.608
N2 -0.827 0.728 -1.824
C8 -0.834 -0.763 -2.078
Br1 -0.997 -2.189 -0.647
C9 -0.753 -1.201 -3.512
C10 -0.790 -2.746 -4.052
Br2 -0.630 0.260 -4.927
C11 -2.263 1.194 -1.775
C12 -3.128 0.644 -0.487
O2 -4.035 -0.346 -0.716
O3 -3.059 1.153 0.891
C13 -2.481 2.814 -1.876
O4 -1.618 3.767 -1.519
N3 -3.847 3.300 -2.402
C14 -3.481 4.087 -3.676
O5 -3.202 5.402 -3.580
F1 -3.377 3.477 -5.024
H1 6.153 0.792 -0.493
H2 6.947 1.323 -2.208
H3 7.185 -0.426 -1.496
H4 5.918 0.729 -4.752
H5 5.720 2.326 -3.747
H6 4.410 1.950 -5.122
H7 3.930 2.807 -2.553
H8 2.460 2.022 -3.469
H9 2.514 0.187 -1.155
H10 3.391 1.701 -0.442
H11 0.883 2.724 -2.129
H12 1.353 2.932 -0.293
H13 0.529 0.252 -0.062
H14 -0.640 1.803 0.157
H15 0.209 -3.050 -4.595
H16 -1.051 -3.554 -3.247
H17 -1.645 -2.827 -4.881
H18 -2.793 0.729 -2.739
H19 -4.361 2.453 -2.774
C15 3.804 -2.271 3.278
C16 2.462 -1.855 3.879
C17 2.035 -0.558 3.193
S1 2.773 -0.587 1.566
O6 3.746 0.481 1.483
O7 1.732 -0.768 0.574
C18 3.643 -2.129 1.772
H20 4.075 -3.293 3.559
H21 4.594 -1.600 3.637
H22 1.718 -2.637 3.687
H23 2.528 -1.724 4.964
H24 0.948 -0.493 3.098
H25 2.416 0.319 3.722
H26 4.595 -2.094 1.240
H27 3.013 -2.926 1.367
C19 2.941 -6.128 -1.279
C20 2.058 -7.343 -1.556
C21 0.835 -6.855 -2.330
S2 1.359 -5.402 -3.228
O8 0.647 -4.255 -2.704
O9 1.404 -5.706 -4.644
C22 3.025 -5.369 -2.595
H28 3.932 -6.419 -0.919
H29 2.474 -5.499 -0.512
H30 2.615 -8.067 -2.165
H31 1.764 -7.850 -0.632
H32 0.478 -7.609 -3.036
H33 0.025 -6.563 -1.656
H34 3.359 -4.338 -2.476
H35 3.665 -5.893 -3.311
C23 -4.095 -8.534 -4.979
C24 -4.592 -7.942 -3.661
C25 -3.402 -7.890 -2.704
S3 -1.945 -7.736 -3.727
O10 -1.149 -8.936 -3.579
O11 -1.385 -6.409 -3.562
C26 -2.794 -7.810 -5.292
H36 -4.828 -8.409 -5.782
H37 -3.908 -9.607 -4.855
H38 -4.969 -6.927 -3.836
H39 -5.413 -8.528 -3.238
H40 -3.465 -7.032 -2.030
H41 -3.313 -8.813 -2.125
H42 -2.178 -8.332 -6.026
H43 -2.983 -6.784 -5.619
C27 -5.638 6.866 0.711
C28 -5.728 5.813 -0.393
C29 -6.519 4.631 0.165
S4 -7.613 5.303 1.408
O12 -7.219 4.781 2.699
O13 -8.979 5.236 0.928
C30 -7.043 6.987 1.282
H44 -5.276 7.825 0.328
H45 -4.944 6.527 1.489
H46 -6.256 6.235 -1.257
H47 -4.737 5.499 -0.735
H48 -7.111 4.140 -0.612
H49 -5.863 3.903 0.649
H50 -7.068 7.464 2.263
H51 -7.706 7.514 0.589
C31 -6.547 8.493 7.418
C32 -6.997 9.913 7.077
C33 -6.275 10.328 5.796
S5 -5.950 8.821 4.895
O14 -4.517 8.619 4.836
O15 -6.788 8.782 3.713
C34 -6.626 7.712 6.114
H52 -7.173 8.044 8.194
H53 -5.513 8.511 7.783
H54 -8.081 9.921 6.909
H55 -6.787 10.611 7.893
H56 -6.891 10.992 5.184
H57 -5.316 10.806 6.015
H58 -6.052 6.784 6.135
H59 -7.665 7.507 5.841
C35 9.347 -1.516 2.465
C36 10.009 -1.705 3.829
C37 8.897 -1.946 4.849
S6 7.547 -2.692 3.949
O16 6.428 -1.774 3.952
O17 7.413 -4.078 4.352
C38 8.322 -2.633 2.345
H60 10.077 -1.551 1.651
H61 8.847 -0.541 2.429
H62 10.673 -2.578 3.794
H63 10.619 -0.840 4.107
H64 9.221 -2.621 5.645
H65 8.539 -1.007 5.280
H66 7.572 -2.447 1.574
H67 8.808 -3.598 2.173

Computed properties:
gap between HOMO and LUMO	6.02	eV
molecular weight	1209.17	g mol⁻¹
multiplicity	1
total charge	-1
ΔE to the lowest compared entry with this formula, charge and spin	249.97	kcal per mole